{
  "formula": "C48H105O16S5",
  "method": "ωB97M-V with the def2-TZVPD basis set",
  "homo_ev": -6.29,
  "e_tot_ev": -138407.381,
  "lumo_ev": 2.091,
  "total_charge": -1,
  "e_above_lowest_ev": 0.000,
  "homo_lumo_gap_ev": 8.4,
  "elements": ["C", "C", "O", "O", "H", "H", "H", "C", "C", "C", "O", "C", "H", "H", "H", "H", "H", "H", "H", "H", "C", "C", "C", "O", "C", "H", "H", "H", "H", "H", "H", "H", "H", "C", "C", "C", "O", "C", "H", "H", "H", "H", "H", "H", "H", "H", "C", "C", "C", "O", "C", "H", "H", "H", "H", "H", "H", "H", "H", "C", "C", "C", "O", "C", "H", "H", "H", "H", "H", "H", "H", "H", "C", "C", "C", "O", "C", "H", "H", "H", "H", "H", "H", "H", "H", "C", "C", "C", "O", "C", "H", "H", "H", "H", "H", "H", "H", "H", "C", "C", "C", "O", "C", "H", "H", "H", "H", "H", "H", "H", "H", "C", "C", "C", "O", "C", "H", "H", "H", "H", "H", "H", "H", "H", "C", "S", "O", "C", "H", "H", "H", "H", "H", "H", "C", "S", "O", "C", "H", "H", "H", "H", "H", "H", "C", "S", "O", "C", "H", "H", "H", "H", "H", "H", "C", "S", "O", "C", "H", "H", "H", "H", "H", "H", "C", "S", "O", "C", "H", "H", "H", "H", "H", "H"],
  "coordinates": [[0.446, -0.517, -0.562], [1.211, 0.654, -0.020], [1.108, 0.797, 1.263], [1.866, 1.378, -0.776], [-0.552, -0.261, -0.245], [0.811, -1.459, -0.009], [0.422, -0.656, -1.676], [3.197, 4.892, 2.407], [3.147, 4.904, 4.003], [2.756, 3.487, 4.387], [2.062, 2.995, 3.261], [2.097, 3.908, 2.102], [4.184, 4.604, 2.079], [3.045, 5.929, 2.035], [2.418, 5.689, 4.360], [4.173, 5.216, 4.372], [2.035, 3.457, 5.220], [3.597, 2.847, 4.611], [1.113, 4.327, 1.995], [2.283, 3.264, 1.232], [3.592, -3.753, 2.933], [3.208, -4.311, 1.556], [2.715, -5.787, 1.936], [2.905, -5.936, 3.332], [3.897, -5.038, 3.710], [2.847, -3.092, 3.360], [4.509, -3.090, 3.010], [4.042, -4.306, 0.931], [2.524, -3.623, 1.155], [3.289, -6.472, 1.384], [1.608, -5.853, 1.789], [4.932, -5.440, 3.438], [3.763, -4.823, 4.814], [-0.908, 4.798, -0.670], [-1.675, 5.449, 0.437], [-3.045, 5.721, -0.186], [-2.791, 5.992, -1.600], [-1.396, 5.776, -1.789], [-1.240, 3.745, -0.835], [0.218, 4.700, -0.485], [-1.117, 6.384, 0.695], [-1.755, 4.885, 1.395], [-3.458, 6.687, 0.191], [-3.709, 4.882, -0.119], [-0.840, 6.722, -1.725], [-1.310, 5.289, -2.786], [-4.724, -1.591, -4.464], [-3.858, -0.326, -4.544], [-3.365, -0.247, -3.132], [-3.263, -1.568, -2.657], [-3.984, -2.468, -3.511], [-4.927, -2.099, -5.459], [-5.693, -1.288, -4.111], [-4.467, 0.512, -4.781], [-3.086, -0.480, -5.329], [-4.082, 0.348, -2.573], [-2.399, 0.242, -2.979], [-4.714, -3.163, -3.025], [-3.211, -2.994, -4.039], [5.506, -2.741, -1.755], [4.024, -3.046, -1.930], [3.543, -1.991, -2.978], [4.543, -0.987, -3.030], [5.771, -1.612, -2.764], [6.149, -3.640, -2.081], [5.852, -2.375, -0.767], [3.519, -2.848, -0.951], [3.795, -4.060, -2.270], [2.554, -1.598, -2.721], [3.374, -2.448, -3.971], [6.459, -0.897, -2.348], [6.155, -2.150, -3.609], [-4.086, 0.564, 0.781], [-4.401, 1.224, 2.143], [-3.872, 2.649, 1.994], [-2.900, 2.625, 0.981], [-2.813, 1.362, 0.374], [-4.848, 0.777, 0.040], [-3.872, -0.517, 0.813], [-3.788, 0.695, 2.920], [-5.497, 1.328, 2.416], [-3.438, 3.040, 2.876], [-4.629, 3.474, 1.729], [-1.867, 0.855, 0.724], [-2.804, 1.431, -0.711], [-0.916, -4.952, -2.026], [-0.561, -3.434, -2.381], [-0.042, -3.633, -3.767], [0.789, -4.718, -3.694], [0.066, -5.723, -2.973], [-1.998, -5.073, -2.246], [-0.886, -5.146, -0.916], [0.333, -3.166, -1.754], [-1.345, -2.709, -2.219], [0.559, -2.806, -4.119], [-0.930, -3.871, -4.429], [0.759, -6.313, -2.341], [-0.465, -6.425, -3.647], [-5.441, 5.225, -3.448], [-4.174, 4.833, -4.205], [-3.778, 3.532, -3.515], [-4.974, 2.908, -3.159], [-5.833, 3.906, -2.666], [-6.213, 5.450, -4.076], [-5.239, 6.048, -2.752], [-3.422, 5.620, -4.236], [-4.441, 4.444, -5.186], [-3.124, 3.713, -2.632], [-3.202, 2.957, -4.237], [-5.797, 3.949, -1.559], [-6.806, 3.599, -2.905], [-3.634, -4.108, 2.236], [-2.365, -3.398, 1.682], [-1.242, -4.184, 2.349], [-1.694, -5.453, 2.750], [-3.055, -5.280, 3.100], [-4.144, -4.580, 1.393], [-4.315, -3.510, 2.785], [-2.359, -2.324, 1.877], [-2.297, -3.578, 0.605], [-0.981, -3.657, 3.280], [-0.391, -4.180, 1.654], [-3.218, -5.186, 4.178], [-3.621, -6.170, 2.771], [0.541, -0.431, 4.390], [-0.990, -0.116, 3.584], [-2.122, -0.525, 4.531], [-0.752, 1.682, 3.614], [1.115, 0.016, 3.559], [0.806, -1.493, 4.544], [0.424, 0.136, 5.362], [-0.453, 2.067, 4.550], [-1.686, 2.156, 3.406], [-0.088, 1.919, 2.827], [4.627, 1.004, 0.412], [4.123, -0.593, 1.048], [5.447, -1.331, 1.107], [3.728, -0.051, 2.741], [5.465, 1.319, 1.055], [3.757, 1.685, 0.437], [4.979, 0.898, -0.606], [4.694, 0.224, 3.164], [3.186, -0.854, 3.239], [3.162, 0.835, 2.700], [-0.468, 2.301, -3.189], [-0.066, 0.780, -4.111], [-0.569, 0.939, -5.537], [1.671, 1.027, -4.179], [0.355, 2.469, -2.514], [-1.370, 2.082, -2.690], [-0.452, 3.059, -3.998], [2.107, 0.226, -4.786], [2.096, 0.917, -3.117], [1.776, 2.020, -4.541], [4.279, 3.363, -1.819], [4.069, 5.089, -2.185], [5.003, 5.390, -3.328], [2.514, 4.971, -3.088], [3.327, 3.031, -1.335], [5.167, 3.437, -1.247], [4.245, 2.708, -2.709], [1.627, 4.572, -2.591], [2.783, 4.338, -3.953], [2.479, 6.037, -3.414], [-0.881, -3.843, 6.117], [0.652, -4.411, 5.454], [1.606, -4.588, 6.613], [-0.087, -6.033, 5.236], [-0.659, -2.847, 6.613], [-1.341, -4.548, 6.830], [-1.574, -3.675, 5.349], [0.650, -6.732, 4.799], [-0.972, -5.831, 4.656], [-0.414, -6.355, 6.220]],
  "forces_ev_per_a": [[0.2483, -1.4371, -0.2063], [-0.0088, -0.1403, 2.5620], [0.2605, -0.0797, -1.7637], [0.4525, 0.9516, -0.9598], [-0.6523, -0.6202, 0.0913], [-0.7288, 1.2905, -0.9402], [0.3733, 0.1371, 1.0427], [-0.5360, 1.1770, 1.6732], [1.3310, 1.7018, -0.2968], [-1.0141, 0.8370, -0.3826], [-0.2106, -0.1224, -1.1469], [0.7274, -1.6170, 0.4776], [0.1893, -0.4792, -0.1792], [-0.1536, -0.7239, 0.0862], [0.6219, -0.9723, -0.3682], [-1.2121, -0.3882, -0.1374], [0.4400, 0.0739, 0.0446], [0.4327, -0.2083, 0.0920], [-0.4470, 0.5112, 0.0110], [-0.1002, 0.1629, 0.1478], [2.3082, 0.4055, 0.2748], [-0.2915, -0.7245, 2.4226], [-1.8395, 2.8056, 0.1519], [-0.3146, -0.6746, -0.2549], [0.4598, 1.2321, 1.5968], [-0.7106, -0.5273, 0.3339], [-0.7439, -0.7902, -0.8031], [1.4549, -0.2908, -1.1067], [-1.4390, 0.3362, -0.8986], [0.5173, -1.2636, -0.7559], [0.9496, -0.4026, -0.3009], [-1.0772, 0.5629, 0.4831], [0.5670, -0.6715, -1.0517], [0.6627, -0.6131, -0.5679], [0.1402, 0.2141, 1.9503], [0.6675, 2.1758, -0.2937], [0.6095, -0.4790, 1.0165], [0.6437, -1.5424, -1.0692], [-0.0470, 0.8238, -0.0583], [-1.4600, 0.5902, -0.4122], [-0.7365, -0.3583, -0.1850], [0.0067, 0.1335, -0.8135], [-0.1823, -1.0057, 0.1298], [-0.4466, -0.3862, 0.2348], [-0.0429, -0.1455, -0.2105], [0.2881, 0.6405, 0.3690], [-0.5074, 0.1011, -1.9841], [0.4883, -1.2196, -1.2230], [0.3631, 0.6754, 0.0685], [-0.4293, -0.8121, 0.9985], [-0.3191, 0.1762, 0.1645], [0.4608, 0.6137, 1.0273], [-0.5728, -0.0982, 0.5357], [-0.3169, 0.8715, -0.3939], [-0.1338, 0.3755, 0.7051], [-0.3644, -0.0440, 0.4746], [-0.0224, -0.2333, -0.2390], [0.9926, 0.5074, 0.2825], [0.2030, -0.8794, -0.3146], [1.8005, -0.9210, -0.3142], [-0.8045, 0.8583, 0.7518], [-0.3703, -0.9080, 0.0003], [-0.6989, 0.2723, 0.0272], [-0.2397, -1.0209, 0.7524], [-0.8532, 1.2314, 0.7355], [-0.7579, -0.7057, -0.3419], [0.1462, -0.3146, -0.8572], [0.0873, 0.1581, 0.1781], [0.3384, 0.4950, 0.2454], [0.4808, -0.0217, 0.1417], [0.3401, 0.4287, -0.2361], [0.4221, 0.4273, -1.1696], [0.7451, 0.6844, 0.3291], [-0.6189, -0.0469, 0.5654], [-1.2954, 0.9857, -1.0908], [0.4484, 0.5591, -0.5361], [0.3366, -1.6418, 0.4287], [-0.3113, -0.1252, -0.0879], [-0.2700, 0.4465, 0.1077], [-0.8990, 0.4185, -0.3539], [1.2771, -0.7657, -0.1841], [0.6266, 0.1587, 1.2263], [0.4193, -1.3933, 0.0767], [-0.8759, 0.3981, -0.3020], [0.2859, 0.3673, -0.1733], [-0.9397, 1.4493, 0.3486], [1.2537, -1.3902, 1.8013], [-1.5958, 1.0725, -0.7889], [0.7030, -2.1637, 0.2412], [-0.2483, -0.3121, 1.3151], [0.6409, -0.2979, -0.3472], [0.6091, -0.0338, -1.1605], [-0.8235, 0.0050, -0.3981], [-0.2653, 0.0221, -0.1327], [-0.1754, 0.3322, -0.4163], [0.7928, 0.5140, 0.0743], [-0.0684, 0.3082, -0.6194], [0.2241, 0.4850, 0.1289], [1.6466, -0.9734, 2.6531], [-0.6375, -0.7517, 0.1697], [1.8344, 0.7231, 0.3549], [0.1160, -0.7417, -0.1477], [0.9832, 1.0748, 0.1935], [-2.0330, 0.9220, -1.6809], [-0.1411, -0.1595, -0.1933], [0.0124, -0.2342, -0.0614], [0.0005, 0.7493, -0.4428], [-0.4454, -0.0748, -0.2626], [-0.1516, -0.6382, 0.1894], [0.3786, 0.3615, -0.3820], [-1.5784, -0.4089, -0.3981], [1.3509, -1.1592, -0.4741], [-0.8766, -0.7874, -0.0455], [0.7268, 1.8703, 0.5331], [-0.5729, -0.1750, -0.9071], [-1.4202, -0.4817, -1.0346], [-0.2360, 0.2396, 0.1635], [-0.5165, 0.7396, 0.4614], [0.2595, -0.1649, 0.0813], [-0.1464, 0.3028, 0.0273], [0.4199, 0.1994, -0.3389], [0.0793, -0.6752, 0.5309], [0.2689, 0.3479, 0.0719], [0.5096, -0.0007, 0.4472], [-0.0243, 0.4581, 0.4060], [-1.9417, -0.5729, 0.4531], [0.8719, 0.5832, -0.7033], [-1.1711, -0.7847, -0.2177], [0.8610, 0.0617, 0.9253], [-0.4184, 0.4890, -0.2067], [0.8647, -0.5982, -1.0333], [0.7112, 0.0852, 1.2191], [-0.8384, -0.0165, -0.3331], [0.9956, 0.1504, -0.7472], [-0.3920, 0.5951, 0.7128], [0.6623, -0.1134, -0.1280], [-0.6628, 0.0394, 0.3444], [1.1376, -0.6133, -0.6111], [-0.2925, 0.0371, -0.1753], [0.4923, -0.3070, 0.0193], [-0.0837, -0.2757, -0.1751], [0.0779, -0.4954, 0.3516], [0.3421, 0.1216, 0.1127], [-1.1586, 0.9729, -0.2286], [1.5657, -0.3293, -1.8597], [-0.8838, -0.5883, -0.7399], [0.2138, 0.1437, 1.0864], [0.8880, -1.1107, 1.9960], [0.1834, 0.0178, 0.6002], [-1.1465, 0.4160, 0.4652], [-0.5607, -0.1360, 0.6443], [-0.0730, 0.4625, -0.1661], [-0.6469, 0.3080, -1.3102], [0.6917, 0.7680, -0.6227], [-2.3316, -0.0476, -0.5739], [-0.0494, -0.4697, -1.3613], [-0.0088, 0.2931, 0.7109], [0.4873, 0.6722, -0.7020], [0.9809, 0.2267, 0.6383], [0.8009, -1.1078, 0.6855], [0.8512, 0.6120, 0.1003], [0.1879, 0.3791, 0.2247], [-0.2049, 0.3397, 0.2733], [-0.7844, -0.8899, -0.0156], [0.3863, 1.8353, 2.3169], [0.6897, -1.4005, 1.1752], [-0.3446, 0.5280, -0.7186], [0.6998, -0.2973, -0.1978], [-0.4514, -1.1521, -0.4693], [0.5380, 0.2978, -0.1037], [-0.9566, 0.4166, -1.2696], [-0.5895, 0.3931, -0.0066], [0.0145, -0.5477, -0.6098], [0.3241, -0.1020, 0.2199]]
}